# 1
71
Properties=species:S:1:pos:R:3 method="wB97M-V/def2-TZVPD" lumo_ha=-0.233 gap_ev=1.78
Br -3.261 -2.051 -1.573
S -3.737 3.624 -0.256
S 2.055 0.812 -1.272
S -6.322 4.176 -0.070
P 0.339 -0.098 -0.963
Al -3.802 1.209 4.480
Na 2.888 -4.059 -1.709
F -3.208 2.836 4.858
F -5.091 0.764 5.614
F -7.582 4.013 -2.401
F -2.458 0.039 4.612
F -1.344 3.377 -1.372
F -8.733 4.985 -0.844
F -2.993 3.009 -2.728
F -7.097 6.032 -1.801
F -2.508 5.030 -2.142
F -4.432 1.177 2.819
O 1.783 -2.089 0.569
O 2.578 -3.982 1.805
O -3.925 -3.069 0.944
O -0.889 0.953 -1.556
O -6.873 2.885 0.301
O 0.196 -1.543 -1.901
O -3.173 4.503 0.751
O -3.712 2.208 0.083
O -6.331 5.171 0.985
N -2.571 -2.704 2.832
N 1.149 -1.569 4.164
N -5.034 4.147 -1.001
N 3.471 -0.539 -3.896
N 1.616 1.598 2.182
C -2.598 3.766 -1.673
C 6.408 -2.004 -0.554
C 1.052 -1.522 2.963
C 4.110 -1.742 -5.650
C 0.921 0.759 1.657
C 4.294 -2.332 1.126
C -1.487 -0.124 1.387
C 0.650 -1.798 1.429
C 5.164 -1.726 -4.704
C -2.523 -1.080 0.610
C 3.076 -1.004 -5.122
C 5.033 -1.625 2.301
C 7.131 -1.292 0.646
C 2.774 -2.891 1.221
C 4.740 -0.978 -3.631
C 6.484 -1.100 2.048
C -3.051 -2.332 1.489
C -7.482 4.826 -1.322
C 4.969 -2.528 -0.293
C 0.044 -0.373 0.892
Be 2.080 0.602 5.128
H 6.127 -2.208 -4.798
H -3.448 -0.443 0.313
H 2.098 -0.769 -5.514
H 4.106 -2.238 -6.609
H -2.615 -1.922 3.510
H -1.640 -3.144 2.812
H -0.795 0.864 -2.543
H 6.856 -2.131 -1.599
H -1.806 0.985 1.284
H 7.031 -0.546 2.895
H -0.078 -2.227 -1.231
H 5.232 -0.720 -2.704
H 4.482 -1.496 3.291
H 4.390 -3.067 -1.149
H -1.529 -0.354 2.521
H 8.176 -0.881 0.446
H -2.093 -1.526 -0.407
H -0.192 -2.561 1.306
H 2.911 0.038 -3.282

# 2
8
Properties=species:S:1:pos:R:3 method="wB97M-V/def2-TZVPD" lumo_ha="-0.115 / -0.115" gap_ev="9.47 / 9.46"
F 1.953 1.129 -0.201
F 2.239 -1.000 0.708
N -1.811 -0.622 -0.085
N 0.138 -0.003 -0.247
N -1.675 0.544 0.583
N -0.471 0.931 0.512
N 1.443 0.010 -0.592
N -0.688 -0.960 -0.587

# 3
49
Properties=species:S:1:pos:R:3 method="wB97M-V/def2-TZVPD" lumo_ha=0.004 smiles=CN1CCC(COCc2cc(Cl)cc(C(F)(F)F)n2)(c2ccccc2)CC1 gap_ev=8.27
Cl 2.685 -0.052 4.340
F -0.009 4.542 3.217
F -0.542 4.127 5.283
F -2.119 4.196 3.756
O -1.676 -1.452 1.316
N 2.288 -1.683 -1.113
N -1.417 1.446 3.246
C -0.865 1.920 -3.550
C -1.679 -0.130 -4.462
C 1.097 0.520 3.978
C -0.105 -2.300 -1.051
C -1.345 1.201 -4.627
C 0.728 1.818 4.168
C -1.112 0.114 3.084
C 2.007 -0.242 -0.830
C 3.677 -1.865 -1.620
C -0.533 2.323 3.818
C 0.655 -0.161 -0.082
C -0.666 1.261 -2.314
C -0.542 -0.805 -0.813
C -0.876 -0.138 -2.157
C -1.486 -0.789 -3.257
C 1.219 -2.394 -1.799
C -0.845 3.811 4.008
C -1.786 -0.689 0.080
C 0.155 -0.365 3.410
C -2.136 -0.788 2.508
H 0.767 -0.677 0.838
H 2.769 0.177 -0.183
H 0.471 -1.392 3.279
H -0.666 2.950 -3.687
H -2.662 -1.061 -0.442
H -0.306 1.829 -1.494
H 3.711 -1.551 -2.658
H -2.384 -1.565 3.278
H 4.378 -1.230 -1.020
H 0.463 0.909 0.140
H -2.141 -0.649 -5.276
H 4.045 -2.876 -1.478
H -2.000 0.377 0.300
H -1.514 1.672 -5.600
H -0.016 -2.789 -0.075
H 1.483 2.558 4.531
H 1.129 -2.045 -2.805
H -1.813 -1.792 -3.244
H -0.874 -2.882 -1.607
H 1.538 -3.460 -1.830
H 1.952 0.352 -1.762
H -3.101 -0.282 2.260

# 4
32
Properties=species:S:1:pos:R:3 method="wB97M-V/def2-TZVPD" lumo_ha=-0.310 gap_ev=6.43 charge=+2
S 4.148 0.530 -1.095
N 1.714 1.499 -0.381
N -4.644 -1.206 0.645
C -2.198 -0.057 0.140
C -3.646 -1.373 1.526
C 1.022 1.119 -1.459
C -0.253 0.623 -1.331
C 3.105 1.983 -0.631
C 2.551 -1.645 -0.192
C -0.833 0.513 -0.059
C -0.074 0.960 1.020
C 3.790 -0.787 0.134
C -3.251 0.083 -0.768
C -2.419 -0.814 1.309
C 1.203 1.454 0.849
C -4.455 -0.503 -0.474
H 2.525 -2.515 0.481
H -3.103 0.636 -1.692
H 1.464 1.173 -2.452
H 1.602 -1.115 -0.010
H 1.807 1.805 1.682
H 4.654 -1.459 0.176
H -5.312 -0.417 -1.142
H -1.627 -0.984 2.035
H 2.516 -1.976 -1.238
H -0.757 0.299 -2.240
H 3.537 2.445 0.261
H -0.472 0.934 2.034
H -3.808 -1.963 2.428
H -5.553 -1.618 0.850
H 3.634 -0.270 1.093
H 3.134 2.646 -1.499

# 5
75
Properties=species:S:1:pos:R:3 method="wB97M-V/def2-TZVPD" s2=0.757 lumo_ha="0.142 / 0.142" gap_ev="5.35 / 5.50" charge=-2 multiplicity=2
Sb -1.602 3.900 -4.071
Ti -0.530 1.850 -1.741
Cl 1.551 4.613 -0.092
Cl 1.679 -0.343 -2.245
Cl 4.630 4.735 -0.218
Cl 6.269 2.323 -1.301
Cl 4.784 -0.264 -2.227
S -3.804 3.414 -4.613
S -0.416 1.749 -4.108
S -1.581 3.872 -1.573
P 1.354 0.268 1.554
P -2.085 -0.421 -1.999
N -1.482 1.164 0.179
C 3.023 0.920 1.948
C -3.092 -2.733 -0.724
C -3.003 -3.853 0.086
C -3.327 0.869 1.455
C 4.117 0.137 1.580
C -2.812 0.843 0.174
C 4.542 2.246 -1.249
C 3.265 2.163 2.527
C 3.799 3.319 -0.773
C -2.247 1.231 2.302
C -3.905 -0.548 -5.632
C 2.403 3.241 -0.751
C 0.301 -2.281 5.289
C -0.586 -2.130 4.232
C -1.148 1.415 1.484
C 1.534 -1.645 5.240
C 1.680 2.143 -1.216
C -1.977 -1.927 -0.953
C -3.410 -0.141 -4.402
C 3.875 1.106 -1.689
C -0.676 -3.394 0.457
C -2.689 -2.390 -3.954
C 5.415 0.571 1.798
C -0.241 -1.359 3.131
C -1.789 -4.187 0.678
C 0.994 -0.706 3.075
C -0.771 -2.267 -0.353
C -3.440 0.491 -1.141
C -3.175 -2.792 -5.192
C 2.485 1.096 -1.665
C -3.788 -1.873 -6.032
C 0.255 1.725 1.877
C 4.564 2.610 2.732
C -2.810 -1.063 -3.543
C 5.642 1.815 2.372
C 1.874 -0.861 4.145
H -3.490 0.915 -4.144
H 0.091 -1.628 -0.488
H -0.944 -1.252 2.314
H -4.359 0.196 -6.274
H -1.554 -2.617 4.255
H 6.249 -0.045 1.485
H 0.648 2.557 1.291
H 4.732 3.593 3.156
H -3.880 -4.465 0.259
H 0.268 -3.628 0.935
H -3.070 -3.827 -5.498
H 0.034 -2.890 6.145
H 0.294 1.999 2.934
H 3.944 -0.817 1.092
H -4.169 -2.188 -6.997
H -2.212 -3.118 -3.309
H -1.718 -5.058 1.319
H 6.654 2.173 2.512
H 2.437 2.805 2.800
H -4.348 0.659 1.737
H -4.333 -0.125 -1.020
H 2.838 -0.366 4.124
H 2.236 -1.753 6.059
H -2.259 1.335 3.378
H -4.039 -2.482 -1.189
H -3.697 1.374 -1.738

# 6
49
Properties=species:S:1:pos:R:3 method="wB97M-V/def2-TZVPD" lumo_ha=-0.094 gap_ev=10.47 charge=+1
O -2.022 1.922 0.625
O 0.295 2.213 -2.035
O -2.797 -0.819 -2.697
O -4.002 -0.219 0.127
O 1.622 1.651 3.337
O 1.420 -1.191 -1.792
O 1.013 3.622 1.092
O -0.617 -2.315 -3.377
O -2.740 1.886 -2.239
O 2.995 1.405 -0.829
N 0.528 1.106 0.725
C 0.781 -3.884 1.558
C 0.705 -0.461 -1.127
C 1.268 -2.624 0.849
C 1.161 -0.290 0.298
C 0.580 -1.322 1.306
C 1.078 -0.981 2.714
H 1.676 2.542 2.986
H 0.982 1.815 0.160
H 1.159 -4.642 0.860
H 1.154 -3.962 2.584
H 2.239 -0.218 0.472
H 0.813 1.259 1.690
H 1.005 -2.735 -0.227
H 2.338 -2.652 0.641
H -0.057 3.070 -1.737
H 2.042 1.418 4.166
H 0.248 -1.883 -3.318
H -2.688 2.250 -0.004
H -2.510 1.146 0.979
H -0.510 -1.351 1.326
H -3.383 2.130 -2.915
H -0.391 2.100 -2.720
H -3.756 -0.333 -0.800
H -2.505 0.958 -2.461
H -0.445 1.503 0.497
H 0.154 4.028 1.318
H -0.548 -3.267 -3.462
H 1.277 -1.928 3.231
H 0.359 -0.346 3.259
H -4.258 -1.107 0.393
H 2.892 1.937 -1.636
H -0.083 0.140 -1.561
H 1.365 4.373 0.585
H -1.985 -1.340 -2.877
H 3.766 0.843 -0.926
H 2.025 -0.484 2.662
H -0.310 -3.970 1.784
H -3.333 -0.993 -3.481

# 7
23
Properties=species:S:1:pos:R:3 method="wB97M-V/def2-TZVPD" s2=0.763 lumo_ha="-0.298 / -0.435" gap_ev="10.52 / 6.78" charge=+2 multiplicity=2
O -0.748 1.468 -2.721
N 0.119 -1.551 -1.171
N -2.198 0.411 -0.706
C 1.037 -0.088 2.202
C 2.187 0.926 2.231
C 1.019 -1.002 0.942
C -0.024 -0.804 -0.127
C -1.162 -0.063 0.244
H 1.004 -2.018 1.315
H -1.972 1.388 -0.994
H -1.121 2.281 -3.094
H -0.442 -1.417 -2.019
H -3.058 0.453 -0.133
H 2.004 1.728 2.942
H 0.820 -2.268 -1.245
H 2.344 1.328 1.239
H -1.238 0.404 1.212
H 3.112 0.417 2.474
H -2.259 -0.163 -1.525
H 1.102 -0.774 3.042
H 0.112 0.478 2.354
H 2.013 -0.881 0.536
H 0.157 1.486 -3.059

# 8
13
Properties=species:S:1:pos:R:3 method="wB97M-V/def2-TZVPD" lumo_ha="-0.031 / -0.030" gap_ev="6.75 / 8.64"
Cl -2.458 1.371 0.403
S 1.610 0.247 1.344
N -0.883 -1.767 -0.243
N 1.898 1.780 -0.679
C 0.627 1.626 -0.552
C 0.184 0.910 0.529
C -1.071 0.607 1.081
C 2.587 1.085 0.124
H -0.822 -1.619 -1.288
H -1.402 -0.283 1.591
H 3.675 1.162 0.282
H 0.000 2.004 -1.265
H -1.674 -2.349 0.063

# 9
110
Properties=species:S:1:pos:R:3 method="wB97M-V/def2-TZVPD" lumo_ha=-0.229 gap_ev=3.13
S -0.202 -0.387 0.197
O 1.608 4.631 1.297
O 1.365 -0.766 -6.163
O -3.383 5.280 -0.231
O 6.795 -0.485 -5.212
O -0.986 -1.566 0.226
O -0.359 6.953 -4.733
O -4.896 1.270 1.059
O -0.776 0.457 -0.794
O -4.109 -7.673 0.920
O 3.743 -5.706 -2.316
O 2.914 -3.303 5.273
O -6.060 -2.560 -4.496
O -0.345 0.253 1.519
O 1.194 -0.679 -0.026
O 0.915 2.754 5.963
O 8.211 -0.466 2.151
O -3.449 0.145 5.357
N -5.375 -0.405 -0.333
N -2.484 -6.540 -0.242
N 2.248 -1.523 4.136
N 0.668 1.963 7.985
N 3.890 -3.772 -1.201
N 5.657 0.240 -3.347
N -3.809 -5.471 1.047
N -3.182 -1.768 4.408
N -0.625 4.731 -5.085
N -0.425 -0.461 -4.838
N 2.125 -3.326 3.140
N -4.574 -1.583 5.946
N 6.755 1.616 -4.553
N 2.013 -4.343 -1.985
N -6.284 -4.667 -4.892
N 6.743 -1.836 2.944
N -3.747 4.195 -2.091
N 1.793 3.735 7.722
N 3.348 3.824 0.212
N 6.167 0.253 2.680
N -6.878 1.094 0.103
N -5.012 5.879 -1.570
N -4.437 -3.932 -3.924
N 1.257 0.728 -4.617
N 0.692 5.330 -3.597
N 3.363 5.928 0.683
C 7.031 -0.669 2.425
C -5.605 -3.704 -4.373
C -4.007 5.147 -1.241
C 3.257 -4.705 -1.820
C -3.459 -6.666 0.617
C 1.135 2.855 7.149
C -5.715 0.578 0.423
C 2.742 4.744 0.789
C -0.132 5.761 -4.435
C 6.395 0.378 -4.374
C -3.683 -1.001 5.273
C 0.721 -0.202 -5.327
C 2.345 -2.782 4.334
Be -1.873 3.290 3.086
H 5.738 0.694 -2.448
H 1.342 6.010 -3.229
H -0.511 3.746 -4.894
H 1.881 3.617 8.721
H 5.193 -0.656 -3.312
H -0.800 -1.324 -5.204
H 5.848 -1.858 3.412
H 2.230 4.555 7.325
H -7.088 -4.277 -5.363
H -1.237 4.957 -5.857
H -0.801 -0.004 -4.019
H 2.261 0.624 -4.647
H -2.069 -7.310 -0.749
H 2.594 -4.179 2.869
H 1.623 -1.169 3.426
H -4.749 -1.141 6.837
H 0.802 4.353 -3.367
H -0.090 1.487 7.518
H -4.245 3.998 -2.947
H -4.374 -0.528 -0.377
H 6.385 1.148 2.267
H -4.267 -5.484 1.947
H 4.825 -3.851 -0.827
H -1.825 -5.777 -0.299
H 6.954 1.986 -5.472
H 4.300 5.998 0.313
H -3.345 -2.755 4.550
H 3.353 -2.993 -0.847
H 6.552 2.371 -3.914
H -5.299 6.633 -0.963
H 2.971 2.895 0.089
H -3.863 -3.205 -3.519
H -2.667 -1.463 3.595
H -5.946 -5.603 -5.068
H -7.111 2.049 0.333
H -4.210 -4.909 -3.804
H 0.782 2.043 8.985
H -7.471 0.618 -0.562
H -3.185 -4.717 0.800
H 2.789 6.665 1.068
H 0.692 0.761 -3.781
H -5.996 -1.067 -0.776
H 2.412 -0.944 4.947
H -4.697 -2.580 5.841
H 1.584 -2.860 2.425
H 4.314 3.946 -0.056
H 7.469 -2.472 3.238
H -5.614 5.755 -2.371
H -3.007 3.549 -1.855
H 1.289 -4.944 -2.352
H 1.860 -3.406 -1.640
H 5.207 -0.049 2.763

# 10
70
Properties=species:S:1:pos:R:3 method="wB97M-V/def2-TZVPD" lumo_ha=0.002 gap_ev=7.62
Au 1.097 -2.026 -0.101
Sb 1.248 0.468 -0.711
Se -1.673 -1.841 1.246
Ge -4.766 -0.786 1.268
Si 0.806 2.551 0.759
Si 3.780 0.651 -1.065
Si 0.164 0.580 -3.049
O 1.092 -1.773 2.259
O 2.004 -2.552 4.168
N 2.562 -3.683 0.859
N 2.442 -3.630 2.256
C 1.806 -2.553 2.955
C 4.395 2.304 -1.753
C -1.681 0.433 -2.662
C 0.525 2.067 -4.156
C 2.059 2.446 2.161
C 4.162 -0.705 -2.334
C -3.513 -2.147 0.567
C -0.954 2.716 1.409
C -1.752 -3.265 2.557
C 4.598 0.243 0.593
C 0.754 -1.005 -3.898
C -4.480 -0.450 3.184
C -6.650 -1.312 0.989
C -4.302 0.825 0.234
C 1.171 4.034 -0.361
H -1.860 -4.213 2.035
H 4.169 -0.303 -3.350
H -3.413 -0.424 3.404
H -3.214 0.900 0.208
H 1.597 2.256 -4.239
H 3.077 2.530 1.778
H 2.227 4.069 -0.636
H -1.012 3.554 2.107
H -7.300 -0.522 1.369
H -3.785 -3.171 0.815
H 0.140 1.889 -5.163
H 0.919 4.968 0.147
H 3.650 2.765 -2.405
H -4.915 0.511 3.461
H 2.335 -4.612 0.531
H -4.704 1.737 0.678
H -1.270 1.813 1.934
H -2.124 1.409 -2.453
H 0.907 -1.786 -3.149
H 3.172 -4.068 2.793
H 3.496 -3.438 0.553
H 4.623 3.010 -0.951
H 0.584 3.980 -1.281
H -6.869 -2.228 1.539
H -6.888 -1.474 -0.062
H 1.970 1.488 2.678
H 1.900 3.243 2.890
H -4.664 0.745 -0.792
H 1.700 -0.851 -4.422
H 0.053 2.975 -3.776
H -2.241 -0.024 -3.480
H -4.948 -1.218 3.801
H -1.658 2.908 0.597
H 0.027 -1.379 -4.621
H -0.821 -3.237 3.113
H 3.901 -0.297 1.239
H 3.399 -1.486 -2.288
H -3.475 -2.061 -0.519
H 5.305 2.157 -2.337
H -2.594 -3.098 3.225
H -1.810 -0.192 -1.775
H 5.131 -1.178 -2.159
H 5.484 -0.381 0.462
H 4.905 1.144 1.126